Entry from the OMol25 dataset: C29H32N4PV as an isolated structure (ωB97M-V with the def2-TZVPD basis set).

Positions of all 67 atoms, in Å:
V (0.858, -0.160, 0.176)
P (-1.461, 0.673, -0.578)
N (0.586, -2.330, 0.220)
N (1.815, 1.612, 1.037)
N (0.491, -0.519, 2.374)
N (2.736, -0.787, 0.373)
C (1.424, -0.363, -3.071)
C (-3.541, -0.259, 0.998)
C (-3.290, -1.398, -1.104)
C (-2.062, 2.383, -0.733)
C (-4.948, -2.137, 0.477)
C (5.354, -1.654, 0.753)
C (-1.115, 3.360, -1.043)
C (-4.564, -1.125, 1.349)
C (-0.489, -0.065, -4.521)
C (3.050, -2.104, 0.284)
C (1.886, -2.980, -0.108)
C (1.510, 1.694, 2.486)
C (3.260, 1.525, 0.684)
C (-0.701, 0.233, -2.162)
C (-1.487, 4.688, -1.160)
C (5.027, -0.303, 0.874)
C (-2.813, 5.055, -0.960)
C (-0.025, -2.729, 1.505)
C (-3.759, 4.090, -0.656)
C (-2.900, -0.381, -0.238)
C (-1.283, 0.242, -3.434)
C (3.724, 0.094, 0.685)
C (0.660, -0.053, -1.931)
C (-4.309, -2.273, -0.745)
C (-3.388, 2.756, -0.545)
C (0.864, -0.368, -4.336)
C (0.635, -1.962, 2.633)
C (1.466, 0.310, 3.105)
C (4.338, -2.560, 0.454)
H (-4.136, 2.009, -0.320)
H (-0.908, -0.062, -5.519)
H (-4.607, -3.057, -1.428)
H (-5.744, -2.815, 0.752)
H (-2.799, -1.511, -2.063)
H (-0.749, 5.437, -1.416)
H (1.902, -3.134, -1.189)
H (-2.327, 0.501, -3.571)
H (-1.088, -2.477, 1.454)
H (-3.247, 0.528, 1.684)
H (-4.793, 4.372, -0.512)
H (0.058, -3.807, 1.672)
H (1.436, 2.444, 0.595)
H (-0.086, 3.068, -1.235)
H (-3.106, 6.093, -1.050)
H (5.784, 0.435, 1.105)
H (1.703, -2.189, 2.657)
H (3.871, 2.142, 1.348)
H (2.442, -0.170, 3.012)
H (3.356, 1.923, -0.331)
H (0.534, 2.174, 2.584)
H (2.479, -0.595, -2.967)
H (-5.062, -1.012, 2.303)
H (1.238, 0.383, 4.173)
H (4.548, -3.617, 0.355)
H (2.242, 2.319, 3.006)
H (0.216, -2.257, 3.599)
H (-0.066, -2.544, -0.528)
H (1.965, -3.964, 0.364)
H (-0.449, -0.229, 2.632)
H (1.474, -0.603, -5.199)
H (6.371, -1.990, 0.889)

Values from the calculation:
Total charge: +1
Frontier orbital gap (spin up / spin down) (eV): 7.726 / 5.501
2S+1: 2
Highest occupied orbital energy (spin up / spin down) (eV): -9.960 / -7.719
E_tot (eV): -71524.449



Entry from the OMol25 dataset: the molecule C29H32N6O4S (ωB97M-V with the def2-TZVPD basis set).

Positions of all 72 atoms, in Å:
S (-3.577, 1.704, 0.445)
O (-3.969, -0.870, -0.732)
O (-1.257, -0.861, 0.436)
O (-3.809, -0.464, 4.824)
O (-0.495, 1.827, 2.048)
N (-1.682, 2.702, -1.086)
N (0.748, -1.522, -0.299)
N (-2.378, 0.547, -1.625)
N (-1.191, -0.857, -2.928)
N (3.013, -0.165, -1.384)
N (-2.266, 1.215, 3.314)
C (-2.959, -1.704, 2.969)
C (-1.627, 0.190, 4.099)
C (-2.122, -1.669, -2.178)
C (-2.435, 1.690, -0.870)
C (1.142, 2.647, -4.143)
C (0.948, 3.785, -3.364)
C (-0.767, 2.665, -2.107)
C (7.064, -0.659, -0.383)
C (1.674, -2.210, -1.168)
C (-1.339, -2.561, -1.195)
C (-2.646, 2.803, 1.571)
C (2.088, 0.503, -0.496)
C (2.327, -1.197, -2.128)
C (1.402, -0.472, 0.469)
C (6.173, -0.171, 0.555)
C (-4.447, -1.403, 2.774)
C (-1.340, 0.353, -2.549)
C (-0.590, -1.595, -0.285)
C (-0.562, 1.512, -2.895)
C (0.393, 1.513, -3.909)
C (5.260, -0.828, -1.960)
C (-2.597, -0.983, 4.284)
C (4.832, -0.023, 0.251)
C (-4.899, -1.119, 4.205)
C (-2.976, -0.688, -1.378)
C (0.007, 3.801, -2.358)
C (6.595, -0.982, -1.645)
C (4.342, -0.355, -1.015)
C (-1.672, 1.906, 2.330)
H (2.138, -0.937, 1.133)
H (0.516, 0.621, -4.504)
H (1.543, 4.666, -3.552)
H (-2.055, -3.112, -0.582)
H (-1.361, 0.591, 5.085)
H (-4.988, -2.232, 2.327)
H (6.520, 0.091, 1.545)
H (-2.366, -1.336, 2.136)
H (1.320, 0.971, -1.120)
H (-0.720, -0.130, 3.585)
H (1.180, -2.990, -1.741)
H (-4.579, -0.526, 2.141)
H (-2.120, 3.529, 0.956)
H (-5.765, -0.459, 4.276)
H (8.108, -0.779, -0.138)
H (-0.154, 4.677, -1.750)
H (-2.154, -1.687, 5.005)
H (-0.713, -3.255, -1.747)
H (2.590, 1.295, 0.056)
H (-5.120, -2.057, 4.735)
H (-2.733, -2.281, -2.846)
H (4.932, -1.057, -2.962)
H (7.277, -1.349, -2.398)
H (1.541, -0.733, -2.732)
H (4.172, 0.350, 1.018)
H (-2.791, -2.776, 3.073)
H (3.016, -1.723, -2.785)
H (-3.369, 3.281, 2.228)
H (-3.259, 1.297, 3.479)
H (2.453, -2.668, -0.546)
H (1.881, 2.653, -4.929)
H (0.654, 0.059, 1.061)

Values from the calculation:
Structure (SMILES): O=C(CSC1=Nc2ccccc2C2=N[C@@H](CC(=O)N3CCN(c4ccccc4)CC3)C(=O)N12)NC[C@@H]1CCCO1
Frontier orbital gap (eV): 7.653
2S+1: 1
Energy relative to the best compared isomer or geometry (same formula, charge and spin) (eV): 0.250
Highest occupied orbital energy (eV): -7.622
E_tot (eV): -58560.149



Entry from the OMol25 dataset: C29H32NPPdSe as an isolated structure (ωB97M-V with the def2-TZVPD basis set).

Positions of all 65 atoms, in Å:
Pd (-0.170, 0.057, 0.477)
Se (-2.528, -1.034, 0.348)
P (-0.641, 0.942, 2.647)
N (-0.941, 1.639, -0.946)
C (-1.910, -2.638, -0.477)
C (1.148, 4.694, -1.026)
C (2.330, 4.188, -1.543)
C (1.340, 1.974, -1.709)
C (-0.230, 3.597, 3.571)
C (2.153, 0.175, -3.211)
C (0.953, -0.469, -1.192)
C (2.367, -1.155, -3.535)
C (1.721, 4.885, 3.006)
C (-2.363, 1.331, 3.089)
C (-2.274, -1.647, -2.795)
C (1.199, -1.800, -1.536)
C (0.060, 3.853, -0.854)
C (1.480, 2.644, 2.179)
C (2.214, 3.815, 2.272)
C (1.898, -2.146, -2.684)
C (-1.887, -2.767, -1.873)
C (0.498, 4.776, 3.653)
C (-0.960, -4.843, -0.271)
C (-1.399, -3.581, 1.833)
C (-0.446, -6.272, -2.277)
C (-1.415, -3.952, -2.432)
C (-1.436, -3.687, 0.333)
C (-0.107, -0.029, 4.098)
C (-0.948, -4.998, -1.653)
C (1.464, 0.526, -2.047)
C (2.416, 2.843, -1.878)
C (0.155, 2.511, -1.193)
C (0.254, 2.518, 2.834)
H (2.286, 5.806, 3.070)
H (2.062, -3.191, -2.920)
H (-0.309, 0.504, 5.028)
H (0.500, -6.585, -1.831)
H (-1.160, -7.085, -2.129)
H (2.513, 0.953, -3.875)
H (-0.741, -2.766, 2.147)
H (-3.153, -1.108, -2.447)
H (3.160, 3.898, 1.753)
H (0.959, -0.238, 4.026)
H (-0.587, -5.647, 0.356)
H (2.893, -1.414, -4.445)
H (-2.765, 2.080, 2.406)
H (3.348, 2.444, -2.257)
H (-0.870, 4.238, -0.450)
H (-2.385, -3.362, 2.242)
H (-0.647, -0.977, 4.094)
H (-1.443, -0.934, -2.853)
H (0.827, -2.599, -0.903)
H (0.110, 5.610, 4.223)
H (-2.459, -2.024, -3.800)
H (1.069, 5.738, -0.752)
H (-0.294, -6.153, -3.349)
H (3.188, 4.833, -1.678)
H (1.850, 1.822, 1.573)
H (-1.160, 1.015, -1.714)
H (-1.031, -4.510, 2.268)
H (-1.779, 2.120, -0.648)
H (-1.395, -4.047, -3.513)
H (-2.946, 0.416, 2.975)
H (-1.181, 3.527, 4.085)
H (-2.457, 1.688, 4.115)

Values from the calculation:
Frontier orbital gap (spin up / spin down) (eV): 7.321 / 6.338
2S+1: 3
Energy relative to the best compared isomer or geometry (same formula, charge and spin) (eV): 0.000
Highest occupied orbital energy (spin up / spin down) (eV): -6.798 / -7.458
E_tot (eV): -110197.756



Entry from the OMol25 dataset: C29H33AlAs2BN2O14 as an isolated structure at a distorted geometry (ωB97M-V with the def2-TZVPD basis set).

Positions of all 82 atoms, in Å:
As (1.945, 1.399, -0.747)
As (-0.973, 3.833, -0.116)
Al (-0.101, -0.270, -0.376)
O (-1.600, -1.342, 0.154)
O (-2.787, -0.028, 1.567)
O (3.557, -4.672, -0.644)
O (1.256, 3.861, 3.233)
O (1.715, -3.189, -2.077)
O (1.690, 1.065, 2.845)
O (0.513, -1.351, -1.599)
O (-2.205, 4.078, -2.664)
O (3.486, 1.916, 1.790)
O (-0.477, 3.449, -3.964)
O (-0.677, 4.718, 2.445)
O (-0.386, 0.543, -3.912)
O (4.395, -4.517, 1.402)
O (1.725, 0.911, -3.389)
N (1.229, -1.312, 0.859)
N (1.722, -1.443, 2.091)
C (-2.902, -3.443, 0.535)
C (-3.940, -3.944, 1.307)
C (2.687, -3.018, 0.881)
C (-0.164, 5.576, -0.607)
C (-2.580, -2.116, 0.714)
C (1.792, -2.270, 0.105)
C (-3.298, -1.304, 1.595)
C (0.448, 3.253, 1.069)
C (-5.680, -3.762, 3.169)
C (-1.709, 0.354, -3.451)
C (-0.466, 2.817, -1.711)
C (3.042, 2.873, -1.484)
C (2.609, -2.435, 2.145)
C (0.245, 1.671, -1.802)
C (-6.139, -5.168, 2.768)
C (4.376, 1.246, 2.690)
C (-1.164, 3.483, -2.836)
C (-4.320, -1.812, 2.365)
C (-6.925, -2.868, 3.242)
C (-5.003, -3.857, 4.546)
C (-4.640, -3.166, 2.231)
C (0.408, 3.942, 2.384)
C (1.350, -2.330, -1.317)
C (2.185, 1.776, 1.992)
C (0.549, 1.011, -3.110)
C (-0.861, 5.502, 3.621)
C (3.625, -4.149, 0.560)
C (-0.982, 4.210, -5.062)
C (1.386, 2.329, 0.876)
B (-1.754, -0.005, 0.711)
H (-1.729, 6.129, 3.432)
H (-7.685, -3.350, 3.850)
H (-2.210, -0.233, -4.218)
H (2.916, -4.255, -1.265)
H (-1.027, 4.858, 4.486)
H (0.024, 6.113, 3.799)
H (-2.246, 1.294, -3.306)
H (3.874, 1.045, 3.639)
H (4.703, 0.310, 2.231)
H (-4.137, -4.512, 4.483)
H (-6.875, -5.517, 3.489)
H (-0.729, 6.031, -1.419)
H (-2.036, 3.988, -5.239)
H (0.879, 5.447, -0.896)
H (-4.846, -1.172, 3.051)
H (2.424, 3.730, -1.750)
H (5.232, 1.900, 2.843)
H (-0.225, 6.232, 0.261)
H (-6.715, -1.901, 3.689)
H (-1.708, -0.213, -2.507)
H (-5.692, -4.266, 5.279)
H (-4.670, -2.881, 4.891)
H (3.141, -2.704, 3.036)
H (3.781, 3.157, -0.733)
H (-0.370, 3.930, -5.914)
H (-5.314, -5.876, 2.780)
H (3.558, 2.505, -2.371)
H (-4.201, -4.978, 1.168)
H (-0.885, 5.278, -4.852)
H (-6.609, -5.172, 1.788)
H (-2.372, -4.067, -0.166)
H (-7.336, -2.710, 2.247)
H (1.504, -0.725, 2.789)

Values from the calculation:
Total charge: +1
Frontier orbital gap (eV): 7.217
2S+1: 1
Energy relative to the best compared isomer or geometry (same formula, charge and spin) (eV): 2.339
Highest occupied orbital energy (eV): -11.627
E_tot (eV): -191200.584



Entry from the OMol25 dataset: C29H33As2IrN2O2S4Si as an isolated structure at a distorted geometry (ωB97M-V with the def2-TZVPD basis set).

Positions of all 74 atoms, in Å:
Ir (0.116, -0.181, 0.457)
As (1.254, 1.405, -1.896)
As (-1.970, -2.640, 0.871)
S (0.048, -2.308, 1.685)
S (-3.391, -2.231, 2.390)
S (-2.232, -4.475, -0.104)
S (-1.906, -0.944, -0.551)
Si (3.070, -0.474, 1.389)
O (-1.772, 3.649, 0.775)
O (-0.450, 1.936, 0.215)
N (-1.216, 0.452, 2.245)
N (2.019, -0.929, 0.088)
C (4.145, -1.133, -3.768)
C (3.964, 4.606, 0.346)
C (2.585, 4.746, 0.237)
C (-0.021, 4.725, -5.060)
C (3.558, -0.250, -2.870)
C (1.709, 0.035, -4.358)
C (3.477, -3.950, -1.493)
C (1.410, -3.439, -2.574)
C (2.453, 2.676, -1.002)
C (2.301, 1.108, 2.088)
C (-0.578, 3.273, -3.226)
C (1.643, 3.251, -4.137)
C (1.277, 4.221, -5.056)
C (3.166, -1.698, 2.813)
C (-2.082, 1.572, 1.886)
C (2.186, -2.026, -0.758)
C (2.342, 0.360, -3.156)
C (4.585, 3.503, -0.218)
C (1.835, 3.791, -0.429)
C (3.505, -1.444, -4.956)
C (1.248, -2.344, -1.747)
C (3.833, 2.545, -0.891)
C (2.539, -4.245, -2.468)
C (3.302, -2.868, -0.644)
C (0.713, 2.762, -3.221)
C (-0.945, 4.252, -4.143)
C (2.286, -0.850, -5.254)
C (-1.398, 2.495, 0.895)
C (4.860, -0.152, 0.874)
H (1.769, -1.097, -6.173)
H (2.675, -5.093, -3.126)
H (3.702, -1.253, 3.657)
H (0.369, -1.720, -1.853)
H (1.286, 1.295, 1.701)
H (4.035, -2.671, 0.132)
H (0.642, -3.673, -3.299)
H (2.885, 1.994, 1.831)
H (2.167, -1.972, 3.153)
H (-0.299, 5.494, -5.770)
H (2.009, 4.591, -5.764)
H (4.551, 5.350, 0.871)
H (5.089, -1.602, -3.520)
H (-2.427, 2.149, 2.742)
H (5.528, -0.738, 1.510)
H (2.226, 1.050, 3.177)
H (2.653, 2.859, -4.137)
H (4.049, -0.060, -1.928)
H (5.065, -0.433, -0.161)
H (0.756, 0.494, -4.598)
H (2.086, 5.603, 0.672)
H (4.338, 1.700, -1.331)
H (-1.783, -0.374, 2.497)
H (3.675, -2.623, 2.531)
H (5.658, 3.381, -0.129)
H (-1.301, 2.903, -2.507)
H (-0.624, 0.676, 3.036)
H (-1.953, 4.648, -4.139)
H (0.760, 3.901, -0.491)
H (4.353, -4.578, -1.377)
H (5.121, 0.900, 1.000)
H (-2.954, 1.168, 1.369)
H (3.943, -2.161, -5.639)

Values from the calculation:
Total charge: -1
Frontier orbital gap (spin up / spin down) (eV): 5.396 / 5.422
2S+1: 2
Energy relative to the best compared isomer or geometry (same formula, charge and spin) (eV): 2.381
Highest occupied orbital energy (spin up / spin down) (eV): -4.687 / -4.677
E_tot (eV): -213422.932



Entry from the OMol25 dataset: C29H33BF6N3O3SSbSnTe as an isolated structure at a distorted geometry (ωB97M-V with the def2-TZVPD basis set).

Positions of all 79 atoms, in Å:
Te (-3.631, 0.301, -1.193)
Sb (-1.325, 4.353, -3.085)
Sn (-0.663, 1.515, -1.186)
S (0.222, -2.331, -0.303)
F (0.183, 4.581, -4.199)
F (-2.555, 5.075, -4.325)
F (-1.129, 5.991, -2.190)
F (-1.520, 2.550, -3.769)
F (-2.596, 3.795, -1.738)
F (0.026, 3.621, -1.808)
O (0.033, -0.946, -0.861)
O (-4.425, -0.610, 1.720)
O (-2.270, 0.163, 1.594)
N (1.261, 1.052, -2.571)
N (1.440, 1.571, 0.024)
N (-0.708, 2.840, 0.991)
C (0.191, 3.082, 3.147)
C (3.602, -4.118, -1.682)
C (1.441, -3.091, -1.402)
C (-1.989, -1.973, 2.609)
C (-1.925, 4.083, 2.618)
C (1.313, -3.027, -2.791)
C (3.580, 0.593, 0.259)
C (-4.498, -1.456, 4.071)
C (0.251, 2.569, 1.877)
C (-1.768, 3.558, 1.338)
C (2.345, -3.507, -3.610)
C (-3.930, -0.427, 3.114)
C (3.486, 0.658, 1.631)
C (-2.414, -0.554, 2.903)
C (3.458, 0.376, -4.087)
C (2.527, 1.008, -0.514)
C (3.589, 0.531, -2.720)
C (-1.193, -3.271, -0.848)
C (2.454, 0.856, -1.981)
C (-0.937, 3.826, 3.539)
C (1.385, 1.771, 1.354)
C (-4.328, 0.961, 3.558)
C (1.130, 0.932, -3.892)
C (4.524, -4.555, -4.022)
C (3.472, -4.090, -3.072)
C (2.388, 1.258, 2.200)
C (2.195, 0.540, -4.691)
C (-1.531, 0.076, 3.979)
C (2.609, -3.607, -0.861)
B (-3.411, -0.090, 0.932)
H (-2.787, 4.681, 2.858)
H (-1.015, -1.927, 2.188)
H (4.544, 0.430, -2.237)
H (-5.403, 1.033, 3.632)
H (-2.527, 3.724, 0.567)
H (0.137, 1.164, -4.309)
H (-3.949, 1.223, 4.539)
H (-0.510, 0.004, 3.665)
H (2.694, -3.676, 0.217)
H (-1.681, -0.428, 4.940)
H (0.458, -2.586, -3.255)
H (-1.353, -3.165, -1.922)
H (-1.913, -2.538, 3.516)
H (-4.270, -2.433, 3.693)
H (5.106, -3.726, -4.426)
H (4.418, 0.092, -0.214)
H (-1.063, 4.169, 4.542)
H (2.062, 0.433, -5.739)
H (4.044, -5.113, -4.813)
H (4.245, 0.280, 2.272)
H (0.938, 2.839, 3.891)
H (-5.566, -1.255, 4.149)
H (2.216, -3.388, -4.655)
H (-2.705, -2.425, 1.918)
H (-3.992, 1.691, 2.807)
H (5.236, -5.207, -3.539)
H (2.332, 1.408, 3.273)
H (4.485, -4.498, -1.242)
H (-1.798, 1.110, 4.119)
H (-0.989, -4.303, -0.634)
H (4.343, 0.159, -4.671)
H (-4.051, -1.287, 5.088)
H (-2.045, -2.918, -0.277)

Values from the calculation:
Total charge: +1
Frontier orbital gap (spin up / spin down) (eV): 6.753 / 6.344
2S+1: 2
Highest occupied orbital energy (spin up / spin down) (eV): -10.345 / -10.482
E_tot (eV): -88702.437